{"formula": "C34H65F4N11O10S4", "method": "the ωB97M-V functional and the def2-TZVPD basis", "species": ["C", "C", "N", "C", "C", "N", "C", "C", "H", "H", "H", "H", "H", "H", "H", "H", "H", "H", "H", "C", "C", "N", "C", "C", "N", "C", "C", "H", "H", "H", "H", "H", "H", "H", "H", "H", "H", "H", "C", "C", "N", "C", "C", "N", "C", "C", "H", "H", "H", "H", "H", "H", "H", "H", "H", "H", "H", "C", "C", "N", "C", "C", "N", "C", "C", "H", "H", "H", "H", "H", "H", "H", "H", "H", "H", "H", "C", "C", "C", "N", "C", "C", "C", "C", "C", "H", "H", "H", "H", "H", "H", "H", "H", "H", "H", "H", "H", "H", "H", "H", "H", "H", "H", "N", "S", "O", "O", "F", "S", "O", "O", "F", "N", "S", "O", "O", "F", "S", "O", "O", "F", "C", "C", "O", "O", "H", "H", "H"], "positions_angstrom": [[1.470, -2.671, 4.890], [2.361, -1.479, 4.386], [1.821, -0.109, 4.575], [2.186, 0.830, 5.570], [1.445, 2.011, 5.300], [0.795, 1.868, 4.094], [0.966, 0.557, 3.733], [-0.089, 2.834, 3.532], [1.918, -3.610, 4.565], [0.446, -2.809, 4.545], [1.494, -2.535, 5.971], [2.550, -1.585, 3.317], [3.351, -1.546, 4.835], [2.913, 0.599, 6.334], [1.433, 2.974, 5.788], [0.339, 0.111, 2.975], [-1.073, 2.683, 3.976], [-0.149, 2.756, 2.446], [0.236, 3.859, 3.712], [3.676, -2.859, -5.380], [4.050, -1.634, -4.508], [4.361, -2.091, -3.126], [4.532, -3.410, -2.652], [4.504, -3.408, -1.231], [4.300, -2.099, -0.845], [4.360, -1.282, -1.970], [4.377, -1.743, 0.509], [3.270, -2.412, -6.287], [2.940, -3.511, -4.908], [4.502, -3.446, -5.781], [3.200, -0.959, -4.415], [4.884, -1.034, -4.871], [4.518, -4.219, -3.367], [4.703, -4.285, -0.633], [4.342, -0.203, -1.943], [5.444, -1.614, 0.694], [3.894, -2.438, 1.196], [3.925, -0.764, 0.664], [-5.194, 6.437, 0.793], [-4.694, 5.916, -0.578], [-3.609, 5.046, -0.254], [-3.725, 3.729, 0.213], [-2.487, 3.148, 0.290], [-1.561, 4.137, -0.058], [-2.222, 5.268, -0.356], [0.018, 4.068, 0.002], [-4.609, 6.338, 1.707], [-6.070, 5.921, 1.186], [-5.430, 7.476, 0.561], [-4.335, 6.823, -1.064], [-5.414, 5.496, -1.280], [-4.642, 3.217, 0.464], [-2.061, 2.227, 0.659], [-1.798, 6.173, -0.763], [0.432, 4.340, -0.969], [0.334, 3.044, 0.204], [0.381, 4.595, 0.884], [-4.312, -3.829, 5.190], [-4.481, -3.799, 3.642], [-3.321, -3.430, 2.987], [-2.695, -2.224, 2.820], [-1.494, -2.526, 2.196], [-1.340, -3.886, 2.037], [-2.492, -4.467, 2.469], [-0.167, -4.559, 1.602], [-3.768, -2.957, 5.552], [-3.625, -4.664, 5.326], [-5.230, -3.974, 5.760], [-5.159, -3.092, 3.164], [-4.762, -4.752, 3.194], [-2.902, -1.347, 3.416], [-0.571, -1.986, 2.050], [-2.759, -5.514, 2.483], [-0.444, -5.613, 1.606], [0.611, -4.356, 2.338], [0.106, -4.324, 0.574], [0.389, -3.236, -3.462], [-1.106, -3.047, -3.013], [-1.531, -1.568, -3.116], [-2.960, -1.344, -2.516], [-4.076, -2.157, -3.273], [-3.287, 0.149, -2.627], [-4.384, 0.368, -1.603], [-4.060, -0.483, -0.438], [-3.155, -1.515, -1.006], [0.399, -3.398, -4.540], [0.884, -4.103, -3.025], [0.887, -2.282, -3.287], [-1.134, -3.413, -1.986], [-1.720, -3.823, -3.471], [-1.579, -1.324, -4.177], [-0.842, -0.853, -2.667], [-5.070, -1.727, -3.150], [-4.252, -3.168, -2.905], [-3.659, -2.146, -4.280], [-3.456, 0.370, -3.680], [-2.365, 0.624, -2.292], [-5.392, 0.113, -1.931], [-4.583, 1.405, -1.335], [-4.828, -0.836, 0.249], [-3.526, 0.114, 0.301], [-3.359, -2.578, -0.875], [-2.131, -1.439, -0.642], [1.865, 2.911, -4.917], [2.627, 2.505, -3.681], [3.192, 1.218, -3.577], [2.163, 3.217, -2.500], [3.930, 3.420, -4.065], [0.475, 2.088, -4.384], [-0.405, 2.806, -3.461], [0.472, 0.704, -4.036], [-0.446, 2.180, -5.717], [6.053, 4.009, 0.150], [4.985, 3.046, 0.391], [3.647, 3.461, 0.666], [5.475, 1.856, 1.030], [4.882, 2.588, -1.193], [6.092, 4.753, 1.631], [6.800, 3.940, 2.662], [4.927, 5.542, 1.997], [7.189, 5.961, 1.353], [1.402, 0.642, -0.811], [0.534, -0.381, -0.026], [1.041, -1.525, 0.089], [-0.478, 0.068, 0.579], [1.846, 1.392, -0.157], [0.808, 1.249, -1.495], [2.114, 0.219, -1.520]], "homo_ev": -11.56, "total_energy_ha": -4680.65512, "orbital_gap_ev": 6.41, "relative_energy_kcal_mol": 110.7, "total_charge": 2}

***

{"formula": "C34H66B2O23Si2", "method": "the ωB97M-V functional and the def2-TZVPD basis", "species": ["C", "C", "C", "C", "C", "Si", "C", "C", "C", "C", "O", "C", "O", "Si", "C", "O", "C", "C", "O", "C", "C", "O", "C", "C", "C", "B", "O", "O", "B", "C", "O", "H", "H", "H", "H", "H", "H", "H", "H", "H", "H", "H", "H", "H", "H", "H", "H", "H", "H", "H", "H", "H", "H", "H", "H", "H", "H", "H", "H", "H", "H", "H", "H", "H", "H", "H", "H", "H", "H", "H", "H", "H", "H", "H", "H", "H", "H", "C", "C", "O", "C", "O", "O", "H", "H", "H", "H", "C", "C", "O", "C", "O", "O", "H", "H", "H", "H", "C", "C", "O", "C", "O", "O", "H", "H", "H", "H", "C", "C", "O", "C", "O", "O", "H", "H", "H", "H", "C", "C", "O", "C", "O", "O", "H", "H", "H", "H"], "positions_angstrom": [[-6.277, -0.358, 1.565], [-5.167, 0.130, 2.505], [-3.865, -0.598, 2.127], [-2.858, -0.680, 3.297], [-1.446, -0.291, 2.809], [-0.106, -1.472, 3.390], [-0.043, -1.456, 5.280], [0.345, -2.878, 5.772], [1.154, -2.823, 7.067], [1.096, -4.142, 7.844], [0.153, -4.115, 8.899], [0.592, -3.342, 10.006], [1.416, -1.051, 2.839], [1.658, -1.348, 1.196], [0.797, 0.031, 0.195], [1.693, 0.957, -0.463], [1.971, 2.078, 0.350], [3.155, 2.806, -0.260], [3.880, 3.489, 0.728], [5.153, 3.939, 0.287], [5.088, 5.370, -0.225], [5.821, 6.209, 0.650], [6.307, 7.389, 0.045], [5.257, 8.260, -0.618], [3.501, -1.317, 0.886], [3.875, -1.445, -0.627], [4.979, -0.735, -1.077], [3.200, -2.263, -1.523], [1.020, -3.187, 0.695], [1.692, -4.407, 1.445], [0.048, -3.377, -0.236], [-6.740, -1.248, 1.972], [-7.033, 0.397, 1.393], [-5.823, -0.616, 0.618], [-5.012, 1.195, 2.407], [-5.415, -0.131, 3.527], [-4.137, -1.603, 1.825], [-3.426, -0.040, 1.312], [-2.882, -1.649, 3.787], [-3.186, 0.050, 4.023], [-1.435, -0.238, 1.727], [-1.202, 0.691, 3.202], [-0.504, -2.847, 3.002], [-1.016, -1.166, 5.657], [0.720, -0.737, 5.562], [-0.573, -3.439, 5.886], [0.971, -3.310, 4.997], [2.189, -2.646, 6.789], [0.824, -1.978, 7.657], [0.770, -4.918, 7.160], [2.078, -4.426, 8.212], [0.662, -3.984, 10.878], [-0.097, -2.528, 10.192], [1.575, -2.910, 9.853], [0.169, -0.431, -0.561], [0.192, 0.611, 0.881], [1.108, 2.742, 0.371], [2.230, 1.787, 1.368], [2.792, 3.503, -1.024], [3.756, 2.059, -0.780], [5.870, 3.855, 1.092], [5.514, 3.317, -0.530], [5.484, 5.439, -1.240], [4.056, 5.711, -0.267], [6.763, 7.967, 0.840], [7.105, 7.163, -0.664], [4.738, 7.766, -1.429], [4.549, 8.615, 0.119], [5.771, 9.102, -1.063], [3.953, -0.401, 1.252], [3.995, -2.122, 1.432], [4.722, -0.188, -1.839], [2.564, -1.763, -2.062], [2.340, -4.959, 0.769], [2.323, -4.066, 2.258], [0.950, -5.077, 1.864], [-0.119, -4.332, -0.316], [-4.032, -1.659, -2.378], [-4.777, -2.054, -3.634], [-6.149, -1.888, -3.243], [-6.188, -1.003, -2.216], [-7.183, -0.519, -1.780], [-4.942, -0.738, -1.765], [-3.077, -1.179, -2.578], [-3.876, -2.501, -1.701], [-4.569, -1.386, -4.471], [-4.588, -3.079, -3.940], [-0.561, 2.076, -3.422], [-0.066, 1.399, -4.680], [-0.501, 0.046, -4.487], [-1.551, 0.057, -3.629], [-2.240, -0.883, -3.391], [-1.705, 1.283, -3.077], [-0.845, 3.114, -3.577], [0.163, 2.021, -2.605], [-0.532, 1.795, -5.584], [1.013, 1.444, -4.793], [6.467, 0.243, 2.554], [6.855, 0.350, 1.094], [8.158, 0.941, 1.171], [8.681, 0.661, 2.392], [9.806, 0.863, 2.708], [7.738, 0.116, 3.201], [5.840, -0.618, 2.769], [5.972, 1.145, 2.924], [6.934, -0.621, 0.608], [6.183, 0.973, 0.520], [-1.059, 2.460, -8.814], [-0.791, 2.473, -10.304], [0.499, 3.088, -10.376], [1.126, 2.904, -9.190], [2.267, 3.146, -8.979], [0.263, 2.400, -8.266], [-1.645, 1.602, -8.492], [-1.542, 3.375, -8.467], [-0.727, 1.469, -10.726], [-1.521, 3.049, -10.865], [-10.004, -2.724, -2.824], [-9.203, -3.024, -4.071], [-9.563, -4.382, -4.350], [-10.771, -4.624, -3.780], [-11.421, -5.600, -3.965], [-11.131, -3.598, -2.971], [-10.325, -1.689, -2.759], [-9.469, -2.987, -1.910], [-9.500, -2.400, -4.917], [-8.134, -2.930, -3.918]], "homo_ev": -9.46, "total_energy_ha": -3694.46227, "orbital_gap_ev": 9.05}

***

{"formula": "C34H67AsMnN5O3P2SSi3", "method": "the ωB97M-V functional and the def2-TZVPD basis", "species": ["Mn", "C", "C", "C", "C", "C", "C", "C", "C", "S", "C", "N", "C", "C", "C", "C", "C", "C", "C", "C", "H", "H", "H", "H", "H", "H", "H", "H", "H", "H", "H", "H", "H", "H", "H", "H", "C", "N", "C", "P", "O", "O", "P", "O", "N", "C", "C", "N", "C", "C", "N", "C", "C", "H", "H", "H", "H", "H", "H", "H", "H", "H", "H", "H", "H", "H", "H", "H", "H", "H", "H", "H", "H", "H", "H", "H", "H", "C", "Si", "C", "C", "As", "Si", "C", "C", "C", "Si", "C", "C", "C", "H", "H", "H", "H", "H", "H", "H", "H", "H", "H", "H", "H", "H", "H", "H", "H", "H", "H", "H", "H", "H", "H", "H", "H", "H", "H", "H"], "positions_angstrom": [[-0.623, -0.884, -0.166], [2.755, 3.003, 4.780], [3.229, 1.739, 4.048], [4.483, 1.184, 4.740], [3.597, 2.117, 2.616], [2.121, 0.691, 4.086], [1.715, 0.175, 5.335], [0.727, -0.775, 5.454], [0.111, -1.224, 4.288], [-1.155, -2.392, 4.111], [-1.126, -2.139, 2.418], [-0.248, -1.265, 1.984], [0.483, -0.723, 3.041], [1.496, 0.232, 2.942], [-2.016, -2.798, 1.469], [-2.827, -3.884, 1.796], [-3.622, -4.458, 0.820], [-3.601, -3.962, -0.479], [-2.792, -2.881, -0.810], [-2.006, -2.291, 0.167], [3.565, 3.732, 4.831], [2.440, 2.784, 5.800], [1.914, 3.466, 4.258], [5.306, 1.892, 4.639], [4.792, 0.235, 4.296], [4.322, 1.020, 5.805], [4.388, 2.868, 2.628], [2.746, 2.541, 2.076], [3.970, 1.250, 2.063], [2.195, 0.531, 6.236], [0.439, -1.157, 6.424], [1.769, 0.602, 1.964], [-2.828, -4.284, 2.803], [-4.254, -5.300, 1.068], [-4.219, -4.422, -1.240], [-2.779, -2.508, -1.825], [1.718, -1.816, -5.375], [0.714, -2.094, -4.345], [-0.376, -2.966, -4.792], [1.014, -2.020, -2.749], [-0.240, -1.820, -1.958], [1.986, -0.741, -2.675], [2.349, 0.058, -1.312], [1.101, 0.159, -0.470], [3.526, -0.730, -0.533], [3.323, -1.550, 0.656], [4.895, -0.742, -1.053], [2.961, 1.425, -1.935], [2.447, 2.044, -3.160], [3.580, 2.379, -1.009], [1.879, -3.237, -2.077], [3.134, -3.634, -2.716], [1.218, -4.314, -1.334], [1.230, -1.320, -6.213], [2.179, -2.738, -5.738], [2.492, -1.157, -4.991], [-0.886, -2.490, -5.629], [-1.096, -3.111, -3.989], [0.000, -3.938, -5.120], [2.272, -1.580, 0.928], [3.893, -1.154, 1.499], [3.662, -2.569, 0.454], [4.947, -0.241, -2.017], [5.230, -1.773, -1.174], [5.572, -0.237, -0.361], [2.066, 1.289, -3.841], [3.268, 2.569, -3.647], [1.655, 2.761, -2.939], [4.046, 1.854, -0.178], [2.846, 3.086, -0.615], [4.352, 2.933, -1.542], [3.622, -2.772, -3.172], [2.975, -4.398, -3.482], [3.806, -4.041, -1.960], [0.298, -3.952, -0.879], [1.889, -4.660, -0.547], [0.982, -5.161, -1.983], [-5.751, 1.743, -0.281], [-4.659, 0.245, -0.466], [-4.783, -0.433, -2.216], [-5.123, -0.980, 0.872], [-2.345, 0.856, -0.196], [-2.211, 2.194, 1.790], [-0.444, 2.789, 1.954], [-2.692, 1.040, 3.189], [-3.364, 3.656, 1.632], [-1.845, 2.299, -2.045], [-3.371, 3.219, -2.590], [-0.524, 3.488, -1.470], [-1.214, 1.237, -3.447], [-6.770, 1.415, -0.510], [-5.512, 2.561, -0.957], [-5.759, 2.121, 0.741], [-5.252, -1.418, -2.219], [-3.812, -0.525, -2.705], [-5.402, 0.226, -2.828], [-5.721, -1.790, 0.451], [-5.728, -0.481, 1.631], [-4.266, -1.433, 1.366], [0.269, 2.096, 1.506], [-0.197, 2.880, 3.015], [-0.309, 3.766, 1.491], [-3.032, 0.067, 2.828], [-3.502, 1.468, 3.782], [-1.844, 0.873, 3.857], [-3.446, 4.024, 0.608], [-2.973, 4.473, 2.243], [-4.367, 3.429, 1.991], [-3.801, 3.836, -1.802], [-4.140, 2.543, -2.965], [-3.092, 3.887, -3.410], [-0.930, 4.226, -0.776], [-0.124, 4.036, -2.327], [0.297, 2.968, -0.972], [-2.019, 0.653, -3.898], [-0.433, 0.543, -3.132], [-0.801, 1.885, -4.225]], "homo_ev": [-13.13, -13.16], "total_energy_ha": -7171.33317, "orbital_gap_ev": [7.26, 7.92], "s_squared": 6.22, "multiplicity": 5, "total_charge": 2}

***

{"formula": "C34H67Cl2N7O2PS", "method": "the ωB97M-V functional and the def2-TZVPD basis", "species": ["C", "C", "C", "C", "N", "C", "N", "P", "O", "O", "C", "C", "C", "C", "C", "C", "C", "C", "C", "N", "C", "Cl", "C", "C", "Cl", "N", "S", "C", "C", "C", "N", "C", "C", "H", "H", "H", "H", "H", "H", "H", "H", "H", "H", "H", "H", "H", "H", "H", "H", "H", "H", "H", "H", "H", "H", "H", "H", "H", "H", "H", "H", "H", "H", "H", "H", "H", "H", "H", "H", "H", "C", "C", "N", "C", "C", "C", "C", "H", "H", "H", "H", "H", "H", "H", "H", "H", "H", "H", "H", "H", "H", "H", "C", "C", "N", "C", "C", "C", "C", "H", "H", "H", "H", "H", "H", "H", "H", "H", "H", "H", "H", "H", "H", "H"], "positions_angstrom": [[0.987, 5.982, 4.458], [0.151, 5.826, 3.175], [0.335, 4.387, 2.656], [-0.705, 4.072, 1.561], [-1.421, 2.791, 1.772], [-1.018, 1.691, 1.212], [0.142, 1.727, 0.358], [1.485, 1.195, 1.477], [2.129, -0.236, 1.008], [1.003, 1.170, 3.083], [-0.357, 0.808, -0.697], [0.544, 0.516, -1.911], [-0.097, 1.212, -3.145], [2.006, 1.039, -1.817], [3.048, -0.111, -1.771], [-1.293, -0.300, -0.025], [-0.618, -1.686, 0.152], [-1.559, -2.855, 0.463], [-0.689, -4.134, 0.658], [0.247, -4.074, 1.777], [-2.451, -0.548, -1.002], [-2.010, -1.421, -2.462], [-3.742, -0.232, -0.871], [-4.317, 0.471, 0.336], [-4.909, -0.643, -2.082], [-1.530, 0.414, 1.231], [-1.763, -0.484, 2.695], [-2.608, 2.872, 2.599], [-2.675, 2.481, 3.905], [-3.871, 2.638, 4.557], [-4.958, 3.166, 4.033], [-4.837, 3.570, 2.775], [-3.714, 3.442, 2.015], [0.569, 5.299, 5.201], [0.999, 7.004, 4.825], [1.991, 5.609, 4.253], [0.515, 6.550, 2.442], [-0.903, 6.056, 3.353], [0.307, 3.700, 3.500], [1.320, 4.377, 2.188], [-1.453, 4.862, 1.584], [-0.276, 4.093, 0.564], [1.987, -0.983, 1.618], [1.319, 0.340, 3.483], [-1.145, 1.437, -1.137], [0.603, -0.533, -2.189], [0.126, 2.279, -3.046], [-1.170, 1.055, -3.200], [0.405, 0.889, -4.057], [2.175, 1.773, -1.029], [2.219, 1.557, -2.752], [3.752, 0.017, -0.950], [3.631, -0.162, -2.690], [2.578, -1.085, -1.631], [0.083, -1.632, 0.984], [-0.027, -1.960, -0.717], [-2.235, -3.110, -0.352], [-2.150, -2.735, 1.374], [-0.176, -4.281, -0.296], [-1.392, -4.967, 0.742], [1.174, -3.906, 1.411], [0.004, -3.358, 2.448], [-4.126, 1.539, 0.261], [-5.398, 0.343, 0.309], [-3.985, 0.028, 1.270], [-1.176, 0.258, 3.648], [-1.809, 2.072, 4.403], [-3.924, 2.307, 5.590], [-5.700, 4.044, 2.318], [-3.667, 3.790, 0.992], [-2.923, 1.052, -5.436], [-3.015, 0.695, -6.911], [-1.748, 0.273, -7.477], [-1.778, 0.163, -8.928], [-2.692, -0.897, -9.554], [-1.079, -0.812, -6.779], [-1.824, -2.146, -6.634], [-2.185, 1.838, -5.267], [-3.890, 1.416, -5.083], [-2.661, 0.188, -4.823], [-3.355, 1.583, -7.450], [-3.802, -0.065, -7.036], [-0.758, 0.008, -9.288], [-2.072, 1.140, -9.324], [-2.274, -1.898, -9.464], [-2.806, -0.696, -10.621], [-3.691, -0.896, -9.116], [-0.818, -0.459, -5.776], [-0.115, -0.992, -7.260], [-2.874, -2.009, -6.371], [-1.365, -2.738, -5.839], [-1.771, -2.744, -7.542], [4.706, -4.043, 1.992], [5.351, -3.219, 3.097], [4.392, -2.507, 3.926], [5.016, -1.538, 4.818], [5.948, -2.061, 5.917], [3.343, -3.321, 4.526], [3.761, -4.470, 5.450], [4.085, -3.417, 1.346], [5.481, -4.499, 1.375], [4.091, -4.854, 2.386], [6.005, -2.483, 2.623], [5.999, -3.879, 3.689], [4.232, -0.930, 5.280], [5.585, -0.840, 4.196], [5.393, -2.500, 6.745], [6.528, -1.232, 6.327], [6.657, -2.799, 5.543], [2.735, -3.740, 3.718], [2.658, -2.661, 5.067], [4.608, -5.032, 5.057], [2.931, -5.171, 5.561], [4.013, -4.119, 6.449]], "homo_ev": -9.65, "total_energy_ha": -3529.06616, "orbital_gap_ev": 6.27, "total_charge": 1}